## 1
The following is a quantum chemistry calculation of the ion C4H6Br2N3 with charge +1, from OMol25.

LUMO energy = -0.1979 hartree
HOMO level = -0.4476 Eh
Charge = +1
Orbital gap = 6.80 eV

Element x y z (Å)
C1 -2.30 -1.10 0.15
C2 0.19 0.43 -0.51
C3 -0.89 -1.57 0.41
C4 -2.76 1.18 -0.84
N1 -2.64 0.00 -0.40
N2 -0.04 -0.39 0.55
N3 0.78 1.49 -0.20
Br1 -3.52 -2.53 0.31
Br2 -2.84 2.71 0.23
H1 -0.76 -2.06 1.54
H2 -0.60 -2.34 -0.30
H3 -2.90 1.43 -1.92
H4 0.59 -0.33 1.38
H5 1.09 2.02 -0.99
H6 1.20 1.86 0.74



## 2
The following is a quantum chemistry calculation of the ion C4H6Br2N3 with charge +1, from OMol25.

SMILES = C/N=[N+](\C)N=C=C(Br)Br
LUMO energy = -0.2120 hartree
HOMO level = -0.4905 Eh
Charge = +1
Orbital gap = 7.58 eV

Element x y z (Å)
C1 -0.12 1.50 -0.09
N1 -1.02 0.62 -0.67
N2 -0.94 -0.62 -0.64
C2 0.00 -1.50 -0.01
N3 -1.85 -1.29 -1.41
C3 -2.95 -0.78 -1.64
C4 -4.05 -0.08 -1.59
Br1 -5.41 -0.61 -0.36
Br2 -4.46 1.26 -2.86
H1 -0.72 2.29 0.39
H2 0.61 1.09 0.61
H3 0.40 2.01 -0.91
H4 0.43 -2.16 -0.77
H5 0.80 -0.95 0.49
H6 -0.53 -2.13 0.71



What should be chosen as the least stable of them? Choose 2.